Record 1
{
  "formula": "C37H52BN7O3ReSbSeSi3",
  "method": "ωB97M-V with the def2-TZVPD basis set",
  "symbols": ["Re", "C", "C", "N", "N", "C", "B", "N", "C", "C", "C", "N", "N", "C", "C", "C", "N", "H", "H", "H", "H", "H", "H", "H", "H", "H", "H", "O", "C", "C", "O", "O", "C", "C", "C", "C", "C", "C", "C", "C", "C", "C", "C", "C", "H", "H", "H", "H", "H", "H", "H", "H", "H", "H", "H", "C", "Si", "C", "C", "Sb", "Si", "C", "C", "C", "Si", "C", "C", "C", "H", "H", "H", "H", "H", "H", "H", "H", "H", "H", "H", "H", "H", "H", "H", "H", "H", "H", "H", "H", "H", "H", "H", "H", "H", "H", "H", "Se", "C", "C", "C", "N", "C", "C", "H", "H", "H", "H"],
  "coordinates": [[0.849, -0.594, -1.152], [4.822, -1.881, -1.765], [3.913, -1.193, -0.982], [2.631, -1.299, -1.532], [2.800, -2.235, -2.638], [4.084, -2.411, -2.840], [1.600, -2.588, -3.564], [0.478, -3.202, -2.639], [-0.382, -4.222, -2.748], [-1.366, -4.104, -1.762], [-1.128, -2.897, -1.121], [0.014, -2.330, -1.591], [1.160, -1.161, -4.060], [1.122, -0.675, -5.278], [0.821, 0.706, -5.284], [0.509, 0.943, -3.929], [0.757, -0.103, -3.168], [5.883, -1.894, -1.664], [4.109, -0.604, -0.072], [4.460, -2.888, -3.740], [1.735, -3.438, -4.415], [-0.244, -4.989, -3.463], [-2.210, -4.761, -1.568], [-1.544, -2.482, -0.164], [1.288, -1.320, -6.156], [1.148, 1.468, -6.027], [-0.055, 1.792, -3.598], [-2.256, 1.460, 1.133], [-2.794, 1.696, -0.124], [-2.093, 0.699, -1.166], [-2.430, 0.605, -2.364], [-1.125, 0.021, -0.606], [-2.540, 3.122, -0.708], [-3.185, 3.449, -1.897], [-2.975, 4.739, -2.434], [-2.293, 5.763, -1.734], [-1.663, 5.389, -0.564], [-1.681, 4.067, -0.118], [-4.311, 1.425, -0.126], [-4.908, 0.234, -0.527], [-6.276, -0.033, -0.318], [-7.142, 0.968, 0.088], [-6.569, 2.215, 0.425], [-5.203, 2.410, 0.382], [-2.546, 2.005, 1.865], [-3.658, 2.670, -2.483], [-3.383, 4.935, -3.441], [-2.548, 6.800, -1.940], [-1.167, 6.074, 0.104], [-1.034, 3.678, 0.716], [-4.311, -0.531, -0.992], [-6.723, -0.920, -0.773], [-8.225, 0.761, 0.152], [-7.100, 3.075, 0.772], [-4.747, 3.378, 0.593], [3.806, 0.868, 2.315], [2.048, 0.837, 3.084], [1.439, 2.611, 3.009], [1.938, 0.030, 4.738], [0.867, -1.059, 1.615], [2.128, -3.405, 2.385], [3.917, -3.200, 1.775], [1.072, -4.794, 1.455], [2.262, -3.836, 4.209], [-1.463, -1.460, 3.184], [-2.250, 0.031, 4.097], [-1.132, -2.928, 4.311], [-2.823, -2.135, 1.984], [4.012, -0.120, 1.809], [4.613, 0.877, 3.083], [3.988, 1.712, 1.629], [1.635, 3.184, 2.072], [1.939, 3.114, 3.859], [0.370, 2.653, 3.187], [2.207, 0.770, 5.549], [2.635, -0.807, 4.757], [0.918, -0.387, 5.037], [4.345, -2.275, 2.117], [3.972, -3.266, 0.694], [4.516, -4.024, 2.145], [0.701, -4.580, 0.482], [0.223, -4.966, 2.135], [1.696, -5.680, 1.418], [3.312, -3.786, 4.611], [1.919, -4.901, 4.146], [1.598, -3.170, 4.753], [-1.818, 0.938, 3.835], [-2.206, 0.014, 5.199], [-3.348, 0.089, 3.848], [-1.868, -2.951, 5.102], [-0.161, -2.963, 4.794], [-1.342, -3.904, 3.739], [-2.911, -1.557, 1.070], [-3.746, -1.992, 2.610], [-2.739, -3.230, 1.742], [1.057, 1.873, -0.809], [2.224, 2.814, -2.104], [1.713, 3.980, -2.707], [2.479, 4.644, -3.634], [3.774, 4.326, -3.824], [4.300, 3.286, -3.199], [3.539, 2.425, -2.362], [0.718, 4.313, -2.457], [2.188, 5.544, -4.184], [5.377, 3.157, -3.323], [3.994, 1.494, -1.976]],
  "atomic_forces_ev_per_a": [[-3.232, 4.041, 1.710], [-0.711, 0.510, -0.600], [-1.373, 0.057, -0.818], [4.109, -2.973, -0.938], [-0.353, 1.881, 1.018], [0.924, -0.354, 0.816], [-1.154, 0.190, 0.573], [-0.551, 2.207, 1.307], [-0.120, 0.888, 1.238], [-0.456, 0.141, -0.365], [1.170, 0.294, 1.358], [-1.230, -4.235, -1.900], [-1.188, 0.589, 1.215], [0.503, 0.925, -2.000], [0.758, -0.674, 0.684], [-0.099, 0.479, -1.557], [0.412, -2.605, -1.264], [0.358, -0.059, 0.134], [-0.410, -0.316, -0.736], [-0.224, -0.213, 0.317], [0.615, 0.718, 0.036], [0.181, -0.455, -0.590], [0.390, 0.113, -0.146], [0.139, -0.398, -1.513], [0.225, 0.390, 0.724], [-1.193, -0.879, 0.423], [0.428, 0.354, 0.679], [1.230, -0.789, 0.433], [-0.753, 0.310, -1.956], [-0.221, -0.057, -1.376], [0.704, 0.363, 2.761], [0.875, -0.554, -0.418], [0.449, -0.151, 0.481], [1.235, 1.327, -0.709], [-0.415, -0.382, -0.426], [-1.551, -0.958, 0.275], [0.448, -0.405, 0.642], [-0.255, -1.626, 0.606], [-1.234, 0.211, 0.513], [0.054, -0.267, 0.594], [-0.086, 0.459, -1.447], [0.205, 0.536, 0.577], [0.250, -0.522, 0.272], [1.321, -0.471, -0.867], [-0.637, 0.515, -0.426], [-0.316, 0.222, 0.158], [0.039, 0.093, 0.734], [0.762, -0.101, -0.393], [0.195, 0.468, -0.249], [-0.836, 0.868, -0.668], [0.150, -0.222, -0.094], [0.358, -0.040, 0.521], [0.749, 0.356, -0.047], [-0.845, 0.108, 0.061], [-0.439, -0.052, 0.235], [0.676, -1.218, 0.455], [0.487, -0.016, -1.839], [-0.064, 0.132, -0.042], [-0.952, 0.338, 1.692], [-0.361, -0.441, 1.823], [-0.068, 0.387, -1.480], [-0.895, -0.707, -0.342], [0.857, 1.034, 2.051], [0.422, -0.367, -0.565], [-0.624, -0.482, -1.325], [-1.236, -1.508, 0.562], [-0.174, -1.160, -0.799], [0.052, -0.358, 1.117], [-0.318, 1.095, 0.271], [-0.536, 0.316, -0.229], [-0.261, -0.426, 0.188], [0.065, -0.706, 0.654], [-0.186, -0.050, -0.355], [-0.246, 0.122, 0.126], [-0.089, -0.842, -0.719], [0.139, -0.043, 0.159], [1.193, 0.626, -0.606], [0.211, 0.400, 0.160], [0.035, 0.197, -0.249], [0.156, -0.180, 0.264], [-0.190, 0.433, -0.842], [0.178, -0.171, -0.298], [0.028, -0.343, 0.025], [-1.098, -0.014, -0.492], [0.115, 0.812, 0.809], [0.178, -0.526, 0.438], [0.835, 1.775, -0.714], [0.184, -0.424, -0.372], [1.092, -0.185, 0.008], [-0.361, 0.237, 0.358], [-0.152, -0.089, -0.078], [0.663, 1.401, 0.656], [-0.205, 0.203, -0.051], [0.536, -0.202, -0.779], [0.075, 1.032, 0.282], [0.963, 0.851, -0.291], [0.170, -0.460, 0.446], [-0.365, -0.737, 0.265], [1.397, 0.283, 0.149], [0.005, 0.116, -0.248], [-0.658, -0.396, 0.534], [0.290, 0.264, -0.496], [-0.219, 0.045, -0.040], [-0.394, -0.443, 0.290], [-0.298, -0.226, -0.075], [-0.406, 0.766, -0.049]],
  "mol_weight_g_mol": 1124.87,
  "homo_lumo_gap_ev": [7.9, 6.3],
  "max_force_ha_per_bohr": 0.10598,
  "charge": 1,
  "multiplicity": 4,
  "lumo_ev": [-2.28, -4.08]
}

Record 2
{
  "formula": "C3H5FO2",
  "method": "ωB97M-V with the def2-TZVPD basis set",
  "symbols": ["C", "C", "C", "O", "O", "F", "H", "H", "H", "H", "H"],
  "coordinates": [[-1.029, -1.658, -0.124], [-0.299, -0.428, -0.018], [0.712, 1.603, 0.404], [-1.183, -0.441, -0.953], [0.193, 0.340, 0.906], [1.644, -0.520, -1.056], [-0.526, -2.459, -0.582], [-1.922, -1.954, 0.566], [-0.149, 2.070, -0.075], [1.493, 1.258, -0.366], [1.067, 2.189, 1.297]],
  "atomic_forces_ev_per_a": [[-1.281, -0.293, 2.201], [2.324, -0.491, 1.490], [0.808, 0.187, -0.543], [-0.129, 1.046, -0.699], [-0.969, -0.935, -1.104], [-2.030, -0.208, 0.749], [0.449, -0.812, -0.855], [1.715, 1.004, -1.341], [0.315, 0.488, -0.029], [-0.888, 0.793, 1.218], [-0.315, -0.779, -1.088]],
  "mol_weight_g_mol": 92.07,
  "homo_lumo_gap_ev": 10.3,
  "max_force_ha_per_bohr": 0.05453,
  "lumo_ev": 0.25
}

Record 3
{
  "formula": "C25H35Br12ClN2O2S",
  "method": "ωB97M-V with the def2-TZVPD basis set",
  "symbols": ["C", "O", "C", "C", "C", "C", "C", "C", "C", "C", "C", "C", "C", "C", "C", "C", "C", "C", "C", "C", "O", "Cl", "C", "N", "S", "N", "C", "H", "H", "H", "H", "H", "H", "H", "H", "H", "H", "H", "H", "H", "H", "H", "H", "H", "H", "H", "H", "H", "H", "H", "H", "H", "H", "H", "H", "H", "H", "H", "C", "Br", "Br", "Br", "H", "C", "Br", "Br", "Br", "H", "C", "Br", "Br", "Br", "H", "C", "Br", "Br", "Br", "H"],
  "coordinates": [[-0.291, -4.504, 2.191], [-1.582, -5.089, 1.915], [-2.285, -4.401, 0.846], [-2.834, -3.010, 1.431], [-3.811, -2.210, 0.389], [-3.539, -0.638, 0.662], [-4.771, 0.329, 0.292], [-4.586, 1.674, 1.208], [-3.062, 2.253, 1.107], [-2.205, 2.022, 2.452], [-0.670, 1.594, 2.172], [0.178, 1.530, 3.560], [1.290, 0.351, 3.462], [2.705, 0.905, 2.865], [2.758, 0.459, 1.302], [2.980, -1.065, 1.050], [2.991, -1.558, -0.441], [2.808, -0.557, -1.636], [2.803, -1.249, -3.107], [1.366, -2.028, -3.191], [0.355, -1.343, -2.868], [1.177, -3.787, -3.656], [2.612, 0.975, -1.401], [2.419, 2.012, -2.418], [2.309, 3.402, -1.440], [2.419, 2.940, 0.207], [2.595, 1.501, 0.113], [-0.143, -4.453, 3.339], [-0.135, -3.453, 1.767], [0.599, -5.142, 1.803], [-1.536, -4.243, -0.011], [-3.208, -5.011, 0.502], [-1.939, -2.289, 1.591], [-3.386, -3.088, 2.428], [-4.904, -2.524, 0.493], [-3.461, -2.422, -0.691], [-3.357, -0.543, 1.800], [-2.634, -0.333, 0.036], [-5.773, -0.167, 0.531], [-4.810, 0.612, -0.833], [-5.314, 2.455, 0.776], [-4.842, 1.364, 2.286], [-3.176, 3.392, 0.985], [-2.550, 1.873, 0.158], [-2.655, 1.161, 3.086], [-2.150, 2.987, 3.086], [-0.131, 2.281, 1.421], [-0.693, 0.545, 1.708], [-0.597, 1.231, 4.372], [0.631, 2.542, 3.850], [1.414, -0.047, 4.544], [0.899, -0.482, 2.772], [3.576, 0.321, 3.359], [2.816, 2.035, 2.991], [3.101, -1.848, 1.868], [3.128, -2.677, -0.662], [3.679, -2.004, -3.083], [2.932, -0.483, -3.938], [1.826, -1.604, -7.617], [3.588, -2.373, -7.881], [1.414, -1.378, -5.734], [1.604, 0.049, -8.608], [1.105, -2.315, -8.018], [7.478, -2.390, -9.370], [7.695, -2.436, -11.298], [8.578, -3.724, -8.489], [7.785, -0.614, -8.653], [6.440, -2.643, -9.160], [-7.587, 5.235, 1.420], [-8.054, 4.003, 2.845], [-6.349, 6.600, 2.024], [-6.925, 4.304, -0.147], [-8.504, 5.743, 1.125], [4.062, 4.401, 5.708], [4.498, 4.909, 3.887], [2.245, 3.740, 5.855], [5.348, 3.142, 6.432], [4.124, 5.304, 6.314]],
  "atomic_forces_ev_per_a": [[1.208, -0.058, 0.790], [0.595, 0.666, -0.692], [-0.622, 0.884, 0.655], [0.040, 1.041, -1.275], [1.410, 0.232, 0.004], [-1.380, -0.692, -0.272], [0.585, 0.589, 0.515], [0.097, -0.678, -1.275], [-0.894, 0.839, 0.607], [1.030, -0.253, -0.237], [-0.043, 0.137, 0.348], [-0.874, -1.101, -0.691], [-0.083, 1.095, 0.747], [-0.318, -1.415, -1.151], [0.578, -1.902, -0.814], [-0.816, 3.665, -3.479], [-0.554, 4.097, -0.453], [0.240, -1.261, 2.566], [0.411, -0.631, 2.091], [-2.915, 3.885, 1.901], [4.117, -3.626, -1.632], [0.477, 1.215, 0.823], [-0.134, -0.382, 0.811], [0.674, -1.411, 5.841], [0.073, -1.764, 0.848], [0.473, -4.381, -3.403], [0.081, -0.763, -0.911], [-0.409, -0.005, -1.846], [-0.482, -1.369, 0.522], [-1.626, 0.758, 0.354], [-1.353, -0.051, 0.939], [1.829, 0.643, 0.623], [-1.390, -1.293, -0.131], [0.883, -0.348, -1.335], [1.496, 0.528, -0.042], [-0.689, 0.122, 1.593], [-0.051, 0.068, -1.850], [-1.042, -0.419, 1.244], [1.367, 0.625, -0.204], [0.280, -0.510, 1.816], [1.149, -1.246, 1.194], [0.327, 0.786, -1.556], [0.305, -1.651, 0.045], [-0.594, 0.387, 1.458], [0.613, 1.571, -0.945], [-0.428, -1.544, -0.933], [-0.988, -0.896, 1.077], [0.104, 1.402, 0.601], [1.361, 0.512, -1.154], [-0.632, -1.544, -0.553], [0.115, 0.479, -1.873], [0.596, 1.198, 1.256], [-1.395, 1.259, -0.699], [-0.103, -1.640, -0.175], [-0.192, 1.530, -1.051], [-0.221, 1.973, 0.264], [-1.525, 1.195, -0.427], [-0.327, -1.169, 1.345], [-0.171, -0.002, -0.117], [-0.275, 0.140, 0.117], [-0.197, 0.475, -2.069], [0.092, -0.327, 0.232], [0.232, 0.189, 0.104], [-0.093, 0.001, 0.018], [-0.007, 0.017, 0.397], [-0.186, 0.279, -0.185], [-0.035, -0.368, -0.154], [0.296, 0.081, -0.080], [-0.095, 0.052, -0.015], [0.149, 0.219, -0.283], [-0.206, -0.314, -0.114], [-0.238, 0.342, 0.217], [0.272, -0.151, 0.084], [0.036, 0.127, 0.061], [-0.119, -0.178, 0.335], [0.403, 0.100, -0.014], [-0.276, 0.207, -0.183], [-0.017, -0.268, -0.174]],
  "mol_weight_g_mol": 1421.93,
  "homo_lumo_gap_ev": 7.0,
  "max_force_ha_per_bohr": 0.11759,
  "lumo_ev": -1.37
}

Record 4
{
  "formula": "CH2F2N2",
  "method": "ωB97M-V with the def2-TZVPD basis set",
  "symbols": ["C", "N", "N", "F", "F", "H", "H"],
  "coordinates": [[-0.058, -0.342, -0.083], [-1.525, 0.559, -0.768], [0.828, 0.150, 0.768], [0.267, -1.478, -0.661], [0.613, 1.366, 1.337], [-1.952, -0.207, -1.287], [1.827, -0.049, 0.694]],
  "atomic_forces_ev_per_a": [[-5.860, 0.323, 0.397], [3.080, -0.156, 0.595], [2.178, -0.040, -0.083], [0.873, 0.002, -0.548], [-0.369, -0.173, -0.055], [0.027, -0.552, -0.126], [0.070, 0.597, -0.181]],
  "mol_weight_g_mol": 80.04,
  "homo_lumo_gap_ev": [7.3, 9.9],
  "max_force_ha_per_bohr": 0.11438,
  "multiplicity": 3,
  "lumo_ev": [0.82, -0.95]
}

Record 5
{
  "formula": "C2H13N2O4",
  "method": "ωB97M-V with the def2-TZVPD basis set",
  "symbols": ["N", "C", "C", "N", "O", "H", "H", "H", "H", "H", "H", "H", "H", "H", "O", "H", "H", "O", "H", "H", "O"],
  "coordinates": [[-0.299, 1.040, -1.275], [-0.148, -0.212, -0.348], [-1.477, -0.983, -0.167], [-1.854, -2.037, 0.658], [-2.273, -0.644, -1.022], [-0.848, 0.721, -2.183], [-0.860, 1.682, -0.569], [0.603, 1.344, -1.554], [0.220, 0.250, 0.622], [0.855, -0.785, -0.476], [-1.201, -2.294, 1.339], [-2.841, -2.336, 0.736], [-0.617, 3.602, 1.217], [0.951, 2.754, 1.215], [-0.107, 2.805, 0.956], [3.242, 1.235, 0.327], [3.442, 0.588, -1.242], [2.912, 0.987, -0.599], [2.045, -0.977, 1.041], [2.351, -2.507, 1.341], [1.653, -1.789, 1.365]],
  "atomic_forces_ev_per_a": [[-3.850, -2.880, 0.731], [3.262, 0.098, 2.640], [-1.695, -1.126, -1.562], [0.970, 1.912, -0.922], [-0.637, 0.777, -0.447], [0.773, 0.960, 2.524], [1.586, -0.586, -2.317], [1.168, 0.843, 0.205], [-1.106, -0.253, -0.774], [-2.287, 0.486, -1.049], [0.729, -0.717, 1.308], [1.126, 0.607, -0.410], [1.366, -0.422, 0.212], [-4.609, 1.168, -0.670], [3.078, -0.753, 0.373], [0.356, -0.957, -2.798], [2.209, -0.787, -0.623], [-2.636, 1.706, 3.453], [0.606, -0.089, 0.049], [-1.103, 1.440, 0.018], [0.693, -1.429, 0.060]],
  "mol_weight_g_mol": 129.14,
  "homo_lumo_gap_ev": 10.4,
  "max_force_ha_per_bohr": 0.09456,
  "charge": 1,
  "lumo_ev": -3.46
}